Molecular formula: C4H7NO2
Method: DFT, ωB97M-V/def2-TZVPD

Energy above the lowest of the compared OMol25 structures with the same formula, charge and spin: 5.447 eV
Energy: -9841.833 eV
Orbital gap: 10.81 eV
HOMO energy: -0.362 Eh

Geometry as ORCA input:
```
! wB97M-V def2-TZVPD RIJCOSX def2/J DEFGRID3
* xyz 0 1
C -0.667 0.514 -1.497
C 0.088 -0.117 -0.366
N 1.295 -0.534 -0.422
O 1.843 -0.338 -1.683
C -0.627 -0.282 0.934
C 0.070 -0.307 2.210
O -0.899 0.883 1.676
H -0.778 -0.185 -2.331
H -1.659 0.836 -1.173
H -0.132 1.382 -1.888
H 2.740 -0.684 -1.578
H -1.554 -0.855 0.866
H -0.413 -0.865 3.030
H 0.557 0.694 2.194
*
```

***

Molecular formula: C4H7NO2
Method: DFT, ωB97M-V/def2-TZVPD

Energy above the lowest of the compared OMol25 structures with the same formula, charge and spin: 2.026 eV
Energy: -9839.630 eV
Orbital gap (alpha / beta): 6.49 / 6.78 eV
HOMO energy (alpha / beta): -0.209 / -0.344 Eh

Geometry as ORCA input:
```
! wB97M-V def2-TZVPD RIJCOSX def2/J DEFGRID3
* xyz 0 3
C -0.121 -0.877 -0.355
C 1.164 -1.139 -0.686
C -0.843 0.302 0.242
C -2.290 0.427 0.519
N 2.582 0.866 -0.322
O 2.343 -0.536 -0.636
O -0.137 1.260 0.470
H -0.824 -1.655 -0.604
H 1.394 -2.135 -0.890
H -2.796 1.027 -0.279
H -2.400 0.616 1.585
H -2.892 -0.434 0.353
H 3.186 0.983 0.528
H 1.634 1.295 0.075
*
```

***

Molecular formula: C4H7NO2S
Method: DFT, ωB97M-V/def2-TZVPD

Energy above the lowest of the compared OMol25 structures with the same formula, charge and spin: 1.903 eV
Energy: -20680.465 eV
Orbital gap: 5.60 eV
HOMO energy: 0.022 Eh

Geometry as ORCA input:
```
! wB97M-V def2-TZVPD RIJCOSX def2/J DEFGRID3
* xyz -2 1
O -0.219 1.132 -2.544
C -0.932 1.375 -1.516
N -0.920 0.956 -0.308
C 0.125 0.216 0.436
C 0.828 -0.990 -0.182
O 1.617 -0.760 -1.398
C -0.568 -0.231 1.731
S 0.509 -0.884 3.093
H -1.734 2.111 -1.715
H 0.908 0.941 0.656
H 1.608 -1.322 0.522
H 0.103 -1.823 -0.330
H 1.101 -0.231 -2.030
H -1.273 -1.070 1.481
H -1.154 0.579 2.104
*
```

***

Molecular formula: C4H7NO2S
Method: DFT, ωB97M-V/def2-TZVPD

Energy above the lowest of the compared OMol25 structures with the same formula, charge and spin: 1.292 eV
Energy: -20681.076 eV
Orbital gap: 5.46 eV
HOMO energy: 0.026 Eh

Geometry as ORCA input:
```
! wB97M-V def2-TZVPD RIJCOSX def2/J DEFGRID3
* xyz -2 1
C 1.027 1.417 1.557
N 1.204 0.800 0.243
C 0.036 0.328 -0.487
C -0.944 -0.595 0.259
S -2.001 0.029 1.650
C 0.652 -0.529 -1.656
O 1.489 -1.400 -1.307
O 0.250 -0.267 -2.823
H 0.204 2.119 1.500
H 0.755 0.706 2.346
H 1.914 2.043 1.725
H 1.825 -0.014 0.299
H -0.462 1.170 -0.967
H -0.360 -1.420 0.663
H -1.586 -1.033 -0.498
*
```

***

Molecular formula: C4H7NO2S
Method: DFT, ωB97M-V/def2-TZVPD

Energy above the lowest of the compared OMol25 structures with the same formula, charge and spin: 4.136 eV
Energy: -20678.601 eV
Orbital gap: 9.72 eV
HOMO energy: -0.330 Eh

Geometry as ORCA input:
```
! wB97M-V def2-TZVPD RIJCOSX def2/J DEFGRID3
* xyz 0 1
C 2.115 0.037 -0.823
O 1.736 -0.163 0.510
C 0.366 -0.234 0.711
C -0.308 1.103 0.436
N -1.300 1.407 -0.295
O -2.184 0.383 -0.639
C -2.054 -0.745 0.182
S -0.473 -1.556 -0.212
H 2.103 -0.953 -1.387
H 3.189 0.347 -0.851
H 1.527 0.827 -1.350
H 0.149 -0.478 1.781
H 0.228 1.971 0.750
H -2.172 -0.540 1.262
H -2.921 -1.405 -0.075
*
```

***

Molecular formula: C4H7NO2S
Method: DFT, ωB97M-V/def2-TZVPD

Energy above the lowest of the compared OMol25 structures with the same formula, charge and spin: 0.558 eV
Energy: -20682.178 eV
Orbital gap: 10.02 eV
HOMO energy: -0.346 Eh

Geometry as ORCA input:
```
! wB97M-V def2-TZVPD RIJCOSX def2/J DEFGRID3
* xyz 0 1
O 0.241 0.884 -3.587
C 0.410 0.378 -2.513
N 0.903 1.085 -1.431
C 0.823 0.731 -0.091
O 1.393 1.404 0.739
C 0.022 -0.498 0.267
C -0.555 -0.348 1.675
S -1.430 -1.865 2.117
H 0.218 -0.682 -2.300
H 1.342 1.965 -1.670
H 0.692 -1.367 0.274
H -0.759 -0.703 -0.456
H -1.195 0.527 1.709
H 0.268 -0.168 2.354
H -2.371 -1.344 2.913
*
```

***

Molecular formula: C4H7NO2S
Method: DFT, ωB97M-V/def2-TZVPD

Energy above the lowest of the compared OMol25 structures with the same formula, charge and spin: 3.361 eV
Energy: -20679.376 eV
Orbital gap: 10.92 eV
HOMO energy: -0.383 Eh

Geometry as ORCA input:
```
! wB97M-V def2-TZVPD RIJCOSX def2/J DEFGRID3
* xyz 0 1
C 2.671 1.550 -0.104
N 1.920 0.825 0.584
S 1.520 -0.711 -0.067
O 1.433 -0.644 -1.499
O 2.421 -1.655 0.523
C -0.282 -0.918 0.691
C -1.225 -0.014 -0.017
C -1.274 -1.493 -0.252
H 2.978 2.510 0.297
H 3.031 1.269 -1.094
H -0.257 -1.080 1.750
H -0.802 0.588 -0.808
H -2.010 0.474 0.536
H -2.091 -2.066 0.158
H -0.900 -1.858 -1.196
*
```

***

Molecular formula: C4H7NO2S2
Method: DFT, ωB97M-V/def2-TZVPD

Energy above the lowest of the compared OMol25 structures with the same formula, charge and spin: 0.000 eV
Energy: -31516.425 eV
Orbital gap: 9.31 eV
HOMO energy: -0.330 Eh

Geometry as ORCA input:
```
! wB97M-V def2-TZVPD RIJCOSX def2/J DEFGRID3
* xyz 0 1
C -0.626 1.306 1.598
C -0.006 -0.226 -1.309
C 0.468 1.070 -0.634
C 0.347 -1.476 -0.530
N -0.493 1.592 0.312
O -1.394 1.725 2.397
O -0.121 -2.883 1.621
S 0.676 -0.121 2.148
S -0.502 -1.574 1.131
H -1.086 -0.165 -1.465
H 0.464 -0.291 -2.292
H 1.420 0.906 -0.125
H 0.615 1.840 -1.391
H 0.016 -2.376 -1.049
H 1.417 -1.541 -0.342
H -1.197 2.215 -0.070
*
```

***

Molecular formula: C4H7NO3
Method: DFT, ωB97M-V/def2-TZVPD

Energy above the lowest of the compared OMol25 structures with the same formula, charge and spin: 2.226 eV
Energy: -11893.052 eV
Orbital gap: 10.28 eV
HOMO energy: -0.366 Eh

Geometry as ORCA input:
```
! wB97M-V def2-TZVPD RIJCOSX def2/J DEFGRID3
* xyz 0 1
H -1.797 0.927 0.919
N -1.100 0.291 0.529
C -0.658 -0.680 1.214
C 0.428 -1.575 0.831
C 1.084 -1.354 -0.285
H -1.058 -0.894 2.167
H 0.550 -2.486 1.280
H 1.924 -2.072 -0.637
H 0.847 -0.605 -0.951
O 0.850 2.636 1.569
C 1.568 1.819 1.248
O 2.334 1.014 1.032
O 0.494 1.726 -1.404
H 0.825 2.665 -1.516
H -0.030 1.518 -0.643
*
```

***

Molecular formula: C4H7NO3
Method: DFT, ωB97M-V/def2-TZVPD

Energy above the lowest of the compared OMol25 structures with the same formula, charge and spin: 1.230 eV
Energy: -11894.048 eV
Orbital gap: 10.22 eV
HOMO energy: -0.353 Eh

Geometry as ORCA input:
```
! wB97M-V def2-TZVPD RIJCOSX def2/J DEFGRID3
* xyz 0 1
N 1.891 -0.293 0.475
C 0.542 -0.332 0.019
C -0.002 1.051 -0.371
C -0.808 1.031 -1.648
O -0.589 0.280 -2.556
C -0.435 -0.896 1.076
O -0.232 -0.945 2.252
O -1.580 -1.269 0.495
H 2.055 0.071 1.401
H 2.376 -1.175 0.423
H 0.475 -0.981 -0.848
H -0.626 1.456 0.423
H 0.813 1.770 -0.511
H -1.612 1.773 -1.756
H -2.266 -1.543 1.125
*
```

***

Molecular formula: C4H7NO3
Method: DFT, ωB97M-V/def2-TZVPD

Energy above the lowest of the compared OMol25 structures with the same formula, charge and spin: 1.909 eV
Energy: -11893.369 eV
Orbital gap: 10.70 eV
HOMO energy: -0.377 Eh

Geometry as ORCA input:
```
! wB97M-V def2-TZVPD RIJCOSX def2/J DEFGRID3
* xyz 0 1
C 0.116 -0.864 1.731
C -0.081 -0.801 0.210
O 0.673 0.214 -0.389
C -1.571 -0.664 -0.076
O -2.403 -1.482 0.210
O -1.874 0.506 -0.654
H -0.211 0.067 2.193
H -0.463 -1.685 2.142
H 1.169 -1.014 1.951
H 0.263 -1.737 -0.242
H 0.339 1.064 -0.079
H -2.828 0.556 -0.826
C 2.272 1.968 -2.055
N 3.007 1.100 -2.001
H 1.591 2.772 -2.114
*
```

***

Molecular formula: C4H7NO3
Method: DFT, ωB97M-V/def2-TZVPD

Energy above the lowest of the compared OMol25 structures with the same formula, charge and spin: 8.981 eV
Energy: -11886.297 eV
Orbital gap (alpha / beta): 8.62 / 8.62 eV
HOMO energy (alpha / beta): -0.348 / -0.347 Eh

Geometry as ORCA input:
```
! wB97M-V def2-TZVPD RIJCOSX def2/J DEFGRID3
* xyz 0 1
C -0.919 -0.244 -1.160
C -0.478 1.158 -0.893
C -0.257 -1.605 -0.771
C 1.165 1.563 0.759
N -0.454 2.290 -1.713
O -1.140 3.234 -1.516
O 0.512 2.217 -2.479
O -1.571 0.681 -0.318
H -1.414 -0.306 -2.091
H 0.775 -1.383 -0.723
H -0.389 -2.330 -1.589
H -0.603 -2.151 0.058
H 2.005 0.970 0.432
H 0.726 0.944 1.559
H 1.131 2.621 0.719
*
```

***

Molecular formula: C4H7NO3
Method: DFT, ωB97M-V/def2-TZVPD

Energy above the lowest of the compared OMol25 structures with the same formula, charge and spin: 0.758 eV
Energy: -11894.520 eV
Orbital gap: 10.96 eV
HOMO energy: -0.380 Eh

Geometry as ORCA input:
```
! wB97M-V def2-TZVPD RIJCOSX def2/J DEFGRID3
* xyz 0 1
C 0.211 1.814 -0.549
N 0.600 1.108 0.652
C -0.165 0.254 1.383
O 0.149 -0.150 2.465
O -1.265 -0.197 0.691
C -1.158 -1.177 -0.316
C 0.267 -1.806 -0.442
O -2.100 -1.395 -1.005
H 1.044 1.820 -1.254
H -0.065 2.846 -0.324
H -0.643 1.324 -1.008
H 1.391 1.485 1.156
H 0.630 -2.074 0.548
H 0.960 -1.149 -0.956
H 0.143 -2.704 -1.042
*
```

***

Molecular formula: C4H7NO3
Method: DFT, ωB97M-V/def2-TZVPD

Energy above the lowest of the compared OMol25 structures with the same formula, charge and spin: 1.757 eV
Energy: -11893.520 eV
Orbital gap: 9.55 eV
HOMO energy: -0.325 Eh

Geometry as ORCA input:
```
! wB97M-V def2-TZVPD RIJCOSX def2/J DEFGRID3
* xyz 0 1
N -2.677 -0.500 -0.188
C -2.341 0.701 0.282
O -1.300 1.198 -0.131
O -3.203 1.271 1.146
H -3.516 -0.961 0.117
H -1.803 -0.724 -0.768
H -2.822 2.105 1.450
C 2.841 -0.268 0.495
C 2.081 -0.189 -0.802
C 1.011 -0.849 -1.099
O 0.043 -1.438 -1.387
H 2.958 0.701 0.979
H 2.343 -0.966 1.160
H 3.893 -0.532 0.325
H 2.493 0.453 -1.579
*
```

***

Molecular formula: C4H7NO4
Method: DFT, ωB97M-V/def2-TZVPD

Energy above the lowest of the compared OMol25 structures with the same formula, charge and spin: 0.000 eV
Energy: -13934.387 eV
Orbital gap (alpha / beta): 8.59 / 8.80 eV
HOMO energy (alpha / beta): -0.322 / -0.400 Eh

Geometry as ORCA input:
```
! wB97M-V def2-TZVPD RIJCOSX def2/J DEFGRID3
* xyz 0 3
C 0.065 0.773 -1.025
C 0.850 -0.288 -1.801
C -0.411 -0.468 1.759
C -1.373 0.674 -0.753
N -2.293 -0.456 -0.932
O 0.532 1.759 -0.574
O -3.476 -0.291 -1.024
O -1.775 -1.560 -1.107
O -2.006 1.717 -0.130
H 0.216 -0.708 -2.451
H 1.402 -1.050 -1.222
H 1.611 0.273 -2.352
H -1.422 -0.417 1.668
H 0.096 0.487 1.994
H 0.162 -1.330 1.767
H -1.369 2.524 0.079
*
```

***

Molecular formula: C4H7NO5S
Method: DFT, ωB97M-V/def2-TZVPD

Energy above the lowest of the compared OMol25 structures with the same formula, charge and spin: 2.936 eV
Energy: -26818.038 eV
Orbital gap: 9.03 eV
HOMO energy: -0.330 Eh

Geometry as ORCA input:
```
! wB97M-V def2-TZVPD RIJCOSX def2/J DEFGRID3
* xyz 0 1
C -1.147 0.168 -1.852
C 0.314 -1.005 0.409
C -0.320 0.151 -0.382
C -1.423 0.816 0.513
N 0.865 1.013 -0.638
O 1.890 0.421 -0.892
O 0.584 2.160 -0.760
O 2.643 0.109 1.723
O -1.016 1.128 -2.557
O -0.692 -1.862 0.837
S 1.317 -0.720 2.217
H -1.702 -0.712 -2.194
H 0.998 -1.557 -0.263
H -1.227 1.802 0.343
H -1.378 0.476 1.619
H -2.480 0.645 0.029
H 3.104 -0.280 0.873
H -0.328 -2.753 0.975
*
```

***

Molecular formula: C4H7NOS
Method: DFT, ωB97M-V/def2-TZVPD

Energy above the lowest of the compared OMol25 structures with the same formula, charge and spin: 1.742 eV
Energy: -18632.807 eV
Orbital gap: 9.98 eV
HOMO energy: -0.336 Eh

Geometry as ORCA input:
```
! wB97M-V def2-TZVPD RIJCOSX def2/J DEFGRID3
* xyz 0 1
C -0.832 1.380 0.585
C -0.469 -0.036 0.154
S -2.106 -0.939 -0.186
N 0.123 -0.807 1.268
C 1.097 -1.427 0.823
C 1.235 -1.116 -0.712
O 0.392 -0.046 -0.901
H -1.134 1.945 -0.300
H 0.077 1.733 0.941
H -1.641 1.542 1.347
H -2.226 -0.386 -1.283
H 1.676 -2.033 1.457
H 2.211 -0.895 -0.906
H 0.826 -2.077 -1.266
*
```

***

Molecular formula: C4H7NOS
Method: DFT, ωB97M-V/def2-TZVPD

Energy above the lowest of the compared OMol25 structures with the same formula, charge and spin: 3.256 eV
Energy: -18631.294 eV
Orbital gap: 8.79 eV
HOMO energy: -0.312 Eh

Geometry as ORCA input:
```
! wB97M-V def2-TZVPD RIJCOSX def2/J DEFGRID3
* xyz 0 1
O 2.180 1.687 0.122
C 1.612 0.881 1.219
C 0.341 0.151 0.930
C -0.115 -0.413 -0.293
N -1.297 -1.203 -0.361
C -1.941 -1.252 -1.573
S -1.828 -0.372 -2.945
H 1.890 2.766 -0.016
H 2.342 0.124 1.546
H 1.305 1.624 2.068
H -0.172 -0.120 1.924
H 0.039 0.091 -1.337
H -1.517 -2.111 0.207
H -2.838 -1.854 -1.494
*
```

***

Molecular formula: C4H7NOS
Method: DFT, ωB97M-V/def2-TZVPD

Energy above the lowest of the compared OMol25 structures with the same formula, charge and spin: 9.099 eV
Energy: -18625.450 eV
Orbital gap (alpha / beta): 5.96 / 5.96 eV
HOMO energy (alpha / beta): -0.305 / -0.305 Eh

Geometry as ORCA input:
```
! wB97M-V def2-TZVPD RIJCOSX def2/J DEFGRID3
* xyz 0 1
C -2.511 0.898 0.981
C -1.817 0.332 -0.015
C 1.372 -1.053 0.250
C 1.632 0.071 -0.821
N 0.891 1.236 -0.721
O -2.591 -0.379 -0.784
S -3.975 -0.090 0.249
H -2.105 1.205 1.921
H 2.184 -1.032 0.872
H 0.537 -0.951 0.868
H 1.260 -2.009 -0.269
H 2.731 0.373 -0.768
H 1.394 -0.233 -1.963
H 0.999 1.631 0.200
*
```

***

Molecular formula: C4H7NOS
Method: DFT, ωB97M-V/def2-TZVPD

Energy above the lowest of the compared OMol25 structures with the same formula, charge and spin: 2.092 eV
Energy: -18632.458 eV
Orbital gap: 8.72 eV
HOMO energy: -0.305 Eh

Geometry as ORCA input:
```
! wB97M-V def2-TZVPD RIJCOSX def2/J DEFGRID3
* xyz 0 1
C -1.339 -1.720 0.492
C -1.210 -0.327 -0.166
S -2.298 0.906 -0.001
N -0.223 -0.207 -1.082
C 0.904 0.324 -1.156
C 1.545 1.150 -0.063
O 0.814 1.156 1.111
H -1.699 -1.482 1.506
H -0.334 -2.129 0.474
H -2.125 -2.351 0.147
H 1.523 0.076 -2.096
H 2.506 0.632 0.345
H 1.813 2.025 -0.606
H 0.121 1.947 1.095
*
```